Molecular formula: C19H18FeN3O3S5
Method: DFT, ωB97M-V/def2-TZVPD

Summary:
HOMO energy (spin up / spin down) = -7.8 / -7.8 eV
spin multiplicity = 2
E_LUMO (spin up / spin down) = -1.567 / -1.553 eV
gap between HOMO and LUMO (spin up / spin down) = 6.275 / 6.259 eV
E = -119169.088 eV
molar mass = 552.551 g/mol

XYZ file:
```
49
Properties=species:S:1:pos:R:3:forces:R:3
Fe 1.90173 2.22097 2.40006 0.0 0.1 0.0
S 0.27688 2.89223 0.97378 0.0 0.0 0.0
S -2.27636 3.59052 2.40958 0.0 0.0 0.0
S 0.40197 3.23173 3.74533 0.0 0.0 0.0
S 2.94222 1.05800 0.63390 0.0 0.0 0.0
S 0.92891 0.16155 2.93583 0.0 0.0 0.0
O 3.33635 2.19084 3.80287 0.0 0.0 0.0
O 3.26568 3.61383 2.23002 0.0 0.0 0.0
O 4.86902 3.73880 3.70427 0.0 0.0 0.0
N 3.88885 3.21323 3.28049 0.0 0.0 0.0
N -0.67211 -0.37751 0.89157 0.0 0.0 0.0
N 1.48448 -0.58908 -0.84925 0.0 0.0 0.0
C 2.45084 -0.51877 -1.94942 0.0 0.0 0.0
C -4.47242 -3.01697 1.71553 0.0 0.0 0.0
C -3.85995 -1.78420 1.52716 0.0 0.0 0.0
C 1.63479 0.07461 0.28264 0.0 0.0 0.0
C 0.53246 -0.07097 1.31710 0.0 0.0 0.0
C 1.92439 -0.17635 -4.38541 0.0 0.0 0.0
C 1.90745 0.31400 -3.08663 0.0 0.0 0.0
C 0.87821 2.34103 -3.87991 0.0 0.0 0.0
C 0.90215 1.84805 -5.17886 0.0 0.0 0.0
C 1.42730 0.59070 -5.43135 0.0 0.0 0.0
C -0.67478 3.27969 2.38699 0.0 0.0 0.0
C -3.76661 -4.06001 2.29340 0.0 0.0 0.0
C -1.87600 -0.25146 1.72438 0.0 0.0 0.0
C 0.25492 -1.33411 -1.11865 0.0 0.0 0.0
C -1.83962 -2.63805 2.50481 0.0 0.0 0.0
C -2.44770 -3.86891 2.68802 0.0 0.0 0.0
C -2.54352 -1.58697 1.92163 0.0 0.0 0.0
C 1.38083 1.57962 -2.83743 0.0 0.0 0.0
C -0.91428 -0.59215 -0.52980 0.0 0.0 0.0
H 0.14459 -1.40666 -2.19932 0.0 0.0 0.0
H 2.32986 -1.16233 -4.58314 0.0 0.0 0.0
H 1.36667 1.97657 -1.82836 0.0 0.0 0.0
H -0.81528 -2.48460 2.82674 0.0 0.0 0.0
H 3.37750 -0.10654 -1.55746 0.0 0.0 0.0
H 0.51064 2.44522 -5.99173 0.0 0.0 0.0
H 1.44619 0.20138 -6.44074 0.0 0.0 0.0
H -4.41264 -0.96644 1.07901 0.0 0.0 0.0
H -5.50051 -3.15963 1.40971 0.0 0.0 0.0
H 2.64634 -1.53954 -2.28316 0.0 0.0 0.0
H -2.53669 0.45268 1.21206 0.0 0.0 0.0
H -1.82252 -1.18574 -0.62680 0.0 0.0 0.0
H -1.89651 -4.67895 3.14756 0.0 0.0 0.0
H 0.32982 -2.34192 -0.70125 0.0 0.0 0.0
H 0.47177 3.32303 -3.67682 0.0 0.0 0.0
H -1.06108 0.37750 -1.01741 0.0 0.0 0.0
H -4.24202 -5.02074 2.44082 0.0 0.0 0.0
H -1.58221 0.20283 2.66765 0.0 0.0 0.0
```
Positions in Å, forces in eV/Å.